109
Properties=species:S:1:pos:R:3 method="wB97M-V/def2-TZVPD" de_lowest_ev=2.710 energy_ev=-284915.798
Hf -0.0683 1.1591 -0.2020
Se 1.2124 2.7493 -2.7846
Se -1.7270 -0.9917 0.2250
Se -0.6804 2.2373 -4.0953
S 5.7018 2.8383 0.4173
S -0.3554 0.7898 4.5430
Si -3.4709 -2.2199 -0.4347
N 0.3223 0.3514 2.1131
N -0.5682 4.8273 -2.0860
N 3.4731 2.5792 -0.7870
N 7.3768 -5.8667 -0.2923
N -0.1492 -0.1179 -2.6082
C -0.4521 0.3570 -3.8183
C 0.0569 -1.4428 -2.5036
C 1.2290 6.8992 -2.4630
C -4.6339 4.3513 0.1204
C -5.3376 2.6735 -1.6086
C 5.6024 -3.9625 -0.3748
C 5.6337 1.7539 -0.9022
C 3.9126 -2.7422 -1.5720
C 1.8505 -0.0271 -0.4249
C 0.9008 -4.6488 2.2475
C 2.1295 -5.2714 2.9232
C -5.1109 1.9813 0.8040
C -1.9779 2.1654 -0.6804
C 0.6034 -3.2848 2.8818
C 4.0496 3.2169 0.1900
C 0.7436 5.2915 1.7723
C 0.7991 4.2496 0.8540
C 0.3295 -0.9015 2.7467
C 2.6663 -0.9297 -0.4615
C -0.0753 -2.3193 -3.5640
C 4.4463 -2.1519 0.7016
C -0.3137 -5.5721 2.4354
C 0.4782 2.9314 1.1843
C -4.3747 -2.7270 1.0996
C 0.0311 1.3102 2.9433
C 6.5914 -5.0273 -0.3300
C 0.1458 2.7203 2.5286
C -0.9229 6.0865 -1.8405
C 3.6882 -1.9363 -0.4511
C -4.5923 -1.2973 -1.5785
C 4.8603 -3.7502 -1.5339
C 5.3965 -3.1564 0.7403
C -0.4369 -1.8176 -4.8012
C -0.0505 7.1568 -2.0030
C 0.6586 4.5955 -2.5086
C 0.3386 5.0496 3.0811
C -0.6103 -0.4543 -4.9366
C 4.3816 1.7464 -1.4132
C -0.0418 -0.8513 4.0781
C -3.1401 2.5117 -0.5386
C 0.0540 3.7496 3.4622
C -0.1130 -2.0181 4.8435
C 1.5990 5.5898 -2.7410
C -4.5449 2.8800 -0.3109
C 0.6891 -2.1140 2.1556
C 1.1673 -4.5281 0.7458
C 0.1975 -3.2134 4.2332
C -2.8609 -3.7350 -1.3188
H 4.2696 -1.5291 1.5693
H -4.9276 0.9267 0.5841
H -0.3716 8.1660 -1.7771
H -3.9650 4.5477 0.9605
H -4.9448 -0.3708 -1.1169
H -4.9378 3.3031 -2.4063
H -6.1887 2.1460 0.9084
H -0.4029 -1.9877 5.8872
H -3.6713 -4.1620 -1.9288
H 1.9348 7.7075 -2.6151
H 1.0093 6.2975 1.4618
H 5.9797 -3.3252 1.6352
H 0.3103 -1.8031 -1.5205
H 0.0965 -3.3770 -3.4065
H -5.1465 -1.9934 1.3609
H -0.5503 -2.4718 -5.6578
H 3.0108 -4.6388 2.7803
H -5.6582 4.5909 0.4260
H 1.9747 -5.3965 3.9988
H -5.4668 -1.9076 -1.8491
H -4.3595 5.0144 -0.7050
H -6.3884 2.9359 -1.4492
H 2.5859 5.3455 -3.1110
H 1.1188 4.4876 -0.1500
H 0.2709 5.8584 3.7990
H -1.9428 6.2314 -1.4891
H -4.0491 -1.0373 -2.4950
H -0.1429 -6.5224 1.9187
H -2.5272 -4.5014 -0.6105
H -0.2170 3.5393 4.4924
H 6.4948 1.1840 -1.2189
H -0.8467 -0.0064 -5.8916
H 5.0309 -4.3787 -2.3973
H -1.2174 -5.1133 2.0209
H 2.0844 -3.9701 0.5391
H -5.2835 1.6353 -1.9384
H -4.8587 -3.7037 0.9582
H 0.3396 -4.0280 0.2299
H 4.0515 1.1336 -2.2418
H -0.5025 -5.7964 3.4881
H 0.9898 -2.1037 1.1202
H 0.1417 -4.1222 4.8242
H 3.3280 -2.5716 -2.4677
H 2.3441 -6.2556 2.4952
H -4.6271 2.2059 1.7582
H -2.0252 -3.4876 -1.9799
H 3.5332 3.9093 0.8488
H -3.6731 -2.7979 1.9363
H 1.2856 -5.5292 0.3199